Molecular formula: C59H59F9N10O4
Method: DFT, the ωB97M-V functional and the def2-TZVPD basis

Geometry as XYZ:
```
141
Properties=species:S:1:pos:R:3
C -0.0742 -1.3487 -3.2941
C -0.6904 -1.8156 -2.3784
C -1.3587 -2.3567 -1.1865
N -0.4824 -3.2881 -0.4843
C 0.2521 -2.8078 0.6738
C -0.5154 -2.1074 1.8014
C -1.2049 -3.0156 2.8157
F -0.6711 -4.2521 2.8283
F -0.9766 -2.5166 4.0765
C -2.7498 -3.1158 2.6349
F -3.0725 -2.9476 1.3426
F -3.1720 -4.3420 3.0060
C -3.5690 -2.0659 3.4532
F -4.7133 -1.8335 2.7745
F -2.9196 -0.8898 3.5240
C -4.0183 -2.5323 4.8703
F -3.0706 -3.1882 5.5245
F -4.3754 -1.4608 5.5802
F -5.0819 -3.3212 4.7545
C -0.9184 -4.6197 -0.4846
O -1.6844 -5.1456 0.2849
O -0.3934 -5.2808 -1.5264
C -1.0850 -6.4788 -1.8759
C -2.5466 -6.2900 -2.2342
C -3.2861 -7.6237 -1.9902
C -4.5595 -7.3929 -1.2069
O -5.3085 -6.4776 -1.4148
O -4.8419 -8.2842 -0.2362
H 0.4640 -1.0027 -4.1373
H -2.2390 -2.8894 -1.5408
H -1.6686 -1.5071 -0.5837
H 1.0005 -2.1016 0.3181
H 0.8183 -3.6375 1.0827
H -1.2413 -1.3814 1.4501
H 0.2144 -1.5475 2.3810
H -0.5597 -6.8631 -2.7461
H -0.9681 -7.2389 -1.1111
H -2.6693 -5.9974 -3.2702
H -3.0345 -5.5506 -1.6084
H -3.5859 -8.0776 -2.9303
H -2.6688 -8.3185 -1.4240
H -4.1767 -8.9850 -0.2198
N 3.1198 -3.9079 6.3656
C 1.8948 -3.5801 5.9593
C 1.0319 -2.7699 6.6818
C 1.4630 -2.2730 7.9016
C 2.7351 -2.6065 8.3404
C 3.5194 -3.4216 7.5379
H 1.5915 -3.9923 5.0022
H 0.0486 -2.5394 6.2988
H 0.8146 -1.6411 8.4940
H 3.1146 -2.2428 9.2858
H 4.5212 -3.7025 7.8454
N 0.5238 1.7008 -2.9944
C -0.4955 2.2726 -2.3577
C -0.5304 3.6155 -2.0127
C 0.5574 4.4112 -2.3363
C 1.6302 3.8294 -2.9945
C 1.5637 2.4777 -3.3017
H -1.3200 1.6124 -2.1117
H -1.3905 4.0243 -1.4972
H 0.5657 5.4636 -2.0797
H 2.5012 4.4092 -3.2702
H 2.3800 1.9870 -3.8240
N -0.0348 7.6393 -1.0409
C -1.2037 7.5187 -0.4140
C -1.4723 8.0754 0.8269
C -0.4699 8.7950 1.4565
C 0.7537 8.9285 0.8205
C 0.9180 8.3354 -0.4213
H -1.9604 6.9451 -0.9393
H -2.4427 7.9464 1.2859
H -0.6391 9.2445 2.4264
H 1.5645 9.4807 1.2749
H 1.8595 8.4201 -0.9541
N -1.5956 -0.9310 9.1312
C -2.8186 -0.6023 8.7207
C -3.6798 0.2092 9.4435
C -3.2492 0.7055 10.6628
C -1.9799 0.3721 11.1061
C -1.1969 -0.4442 10.3047
H -3.1192 -1.0130 7.7655
H -4.6626 0.4433 9.0581
H -3.8920 1.3411 11.2582
H -1.6027 0.7357 12.0519
H -0.1961 -0.7261 10.6162
N 4.9243 1.7240 -4.5280
C 5.8594 1.8111 -5.4755
C 7.1984 2.0567 -5.1996
C 7.5867 2.2194 -3.8804
C 6.6247 2.1325 -2.8880
C 5.3147 1.8846 -3.2647
H 5.5114 1.6877 -6.4932
H 7.9205 2.1227 -6.0000
H 8.6219 2.4132 -3.6293
H 6.8815 2.2557 -1.8447
H 4.5300 1.8107 -2.5182
N -2.7649 1.1439 -0.0667
C -4.0569 1.3094 -0.3452
C -4.8711 2.2229 0.3061
C -4.3131 3.0114 1.2994
C -2.9693 2.8556 1.5977
C -2.2434 1.9113 0.8887
H -4.4529 0.6756 -1.1310
H -5.9145 2.3134 0.0382
H -4.9157 3.7364 1.8314
H -2.4919 3.4498 2.3648
H -1.1872 1.7639 1.0880
N 1.0534 8.3999 -5.8885
C 0.3366 9.2453 -6.6256
C -0.5975 10.1244 -6.0987
C -0.8004 10.1242 -4.7279
C -0.0644 9.2496 -3.9450
C 0.8457 8.4133 -4.5736
H 0.5240 9.2122 -7.6934
H -1.1497 10.7903 -6.7478
H -1.5215 10.7944 -4.2770
H -0.1879 9.2108 -2.8754
H 1.4407 7.7142 -3.9954
N 6.0057 2.2748 -8.8318
C 5.3561 2.7195 -9.9057
C 5.9165 2.7881 -11.1721
C 7.2271 2.3719 -11.3357
C 7.9184 1.9041 -10.2304
C 7.2639 1.8754 -9.0088
H 4.3335 3.0376 -9.7357
H 5.3376 3.1582 -12.0067
H 7.7012 2.4096 -12.3080
H 8.9424 1.5667 -10.3112
H 7.7707 1.5078 -8.1245
N -2.4922 -9.0811 1.1426
C -2.2033 -10.0919 1.9605
C -1.2950 -9.9989 3.0030
C -0.6466 -8.7907 3.2058
C -0.9341 -7.7285 2.3641
C -1.8624 -7.9197 1.3532
H -2.7286 -11.0209 1.7663
H -1.1010 -10.8526 3.6377
H 0.0714 -8.6788 4.0084
H -0.4534 -6.7710 2.4854
H -2.1174 -7.1190 0.6762
```

Summary:
HOMO level ... -8.95 eV
SMILES string ... C#CCN(CCC(F)(F)C(F)(F)C(F)(F)C(F)(F)F)C(=O)OCCCC(=O)O.c1ccncc1.c1ccncc1.c1ccncc1.c1ccncc1.c1ccncc1.c1ccncc1.c1ccncc1.c1ccncc1.c1ccncc1
Kohn-Sham gap ... 9.4 eV

Molecular formula: C2H5ClN2S
Method: DFT, the ωB97M-V functional and the def2-TZVPD basis

Geometry as XYZ:
```
11
Properties=species:S:1:pos:R:3
C -0.9985 1.1570 0.3046
C 3.0712 0.4602 0.1569
N -0.7122 0.0748 -0.2736
N 1.6240 -1.6600 -0.1709
S 3.2563 -1.2368 -0.0817
Cl 4.5444 1.2484 0.1862
H -1.9442 1.6145 0.8713
H -0.1860 1.9057 0.4568
H -1.4576 -0.5640 -0.4854
H 1.2785 -2.2046 0.5314
H 1.0112 -0.8609 -0.2764
```

Summary:
Energy above the lowest of the compared OMol25 structures with the same formula, charge and spin ... 79.36 kcal/mol
HOMO level ... -8.61 eV
Kohn-Sham gap ... 8.7 eV

Molecular formula: C24H19N4O8PdS
Method: DFT, the ωB97M-V functional and the def2-TZVPD basis

Geometry as XYZ:
```
57
Properties=species:S:1:pos:R:3
Pd -0.2330 0.5658 -0.6712
O 3.1075 -0.2487 1.4815
C 2.3791 -0.1068 0.5097
O 1.4631 0.8015 0.4251
C 2.6335 -1.0115 -0.6918
C 3.9186 -1.4867 -0.8069
C 4.2711 -2.3758 -1.8199
C 3.3276 -2.8526 -2.7046
C 2.0389 -2.3767 -2.6076
C 1.6239 -1.4288 -1.6204
O 0.3863 -1.1160 -1.5392
N 1.0779 -2.9255 -3.5648
O 1.2632 -4.0772 -3.9417
O 0.1720 -2.2269 -3.9669
N 5.6429 -2.8399 -1.9325
O 6.4673 -2.3916 -1.1545
O 5.9084 -3.6486 -2.8084
H 4.6518 -1.1811 -0.0751
H 3.5879 -3.5743 -3.4627
C -1.9176 -5.1435 -2.5334
C -1.6417 -4.2787 -1.3345
C -2.5656 -3.3380 -0.8991
C -2.2848 -2.4955 0.1692
C -1.0692 -2.6102 0.8102
C -0.1255 -3.5416 0.3943
C -0.4196 -4.3775 -0.6658
S -0.6070 -1.4501 2.0880
C -0.9227 -2.5407 3.4869
O -1.6740 -0.4031 2.1775
H -2.9049 -4.9380 -2.9472
H -1.8665 -6.2035 -2.2760
H -1.1764 -4.9581 -3.3134
H -3.5056 -3.2330 -1.4284
H -2.9749 -1.7188 0.4726
H 0.8497 -3.5798 0.8693
H 0.3223 -5.0892 -1.0115
H -1.9745 -2.8228 3.4679
H -0.6876 -1.9789 4.3893
H -0.2822 -3.4184 3.4095
N -7.7780 -2.4416 -6.2859
C -6.9528 -2.0120 -5.6087
C -5.9282 -1.4707 -4.7611
C -4.6314 -1.9867 -4.8065
C -3.6506 -1.4649 -3.9877
C -3.9415 -0.4140 -3.1030
C -5.2456 0.0936 -3.0690
C -6.2292 -0.4262 -3.8880
C -2.9072 0.0796 -2.2562
C -1.8988 0.3683 -1.6446
H -4.4012 -2.7970 -5.4860
H -2.6414 -1.8563 -4.0109
H -5.4756 0.9017 -2.3877
H -7.2357 -0.0302 -3.8570
N -0.9785 2.0546 0.4805
H -0.1787 2.3148 1.0543
H -1.6784 1.6258 1.0807
H -1.3593 2.8593 0.0009
```

Summary:
Total charge ... -1
Energy above the lowest of the compared OMol25 structures with the same formula, charge and spin ... 0.00 kcal/mol
HOMO level ... -5.81 eV
Kohn-Sham gap ... 8.0 eV

Molecular formula: C33H30Br4F4N8O2PPt
Method: DFT, the ωB97M-V functional and the def2-TZVPD basis

Geometry as XYZ:
```
83
Properties=species:S:1:pos:R:3
Pt 0.5913 -1.0397 -0.4368
Br -2.1492 -7.5327 -1.6129
C -0.8157 -6.2855 -1.2463
C 0.3879 -6.6774 -0.6989
Br 0.7116 -8.4652 -0.3052
C 1.4118 -5.7149 -0.4354
Br 3.0405 -6.1900 0.2503
C 1.2293 -4.3086 -0.7117
O 2.1210 -3.4748 -0.5739
C -0.0977 -3.8943 -1.2082
O -0.3712 -2.6825 -1.3651
C -1.0639 -4.9062 -1.5248
Br -2.6458 -4.3409 -2.2488
F -4.3266 -0.9752 4.6748
C -4.5380 -1.6993 3.5785
C -5.6923 -2.4416 3.5058
F -6.5309 -2.3753 4.5304
C -5.9934 -3.2793 2.4079
C -5.0198 -3.2810 1.3868
C -3.8767 -2.5341 1.4671
F -3.0255 -2.5902 0.4264
C -3.5725 -1.7125 2.5632
C -2.3439 -0.9444 2.6364
C -1.2613 -1.2615 1.8756
N -0.3205 -1.5108 1.2271
C -2.1882 0.2168 3.4471
N -2.0419 1.1995 4.0288
F -5.1924 -4.0221 0.2919
C -7.1755 -4.0685 2.3435
C -7.4615 -4.9293 1.2534
N -7.7187 -5.6181 0.3660
C -8.1614 -4.0787 3.3613
N -9.0018 -4.1336 4.1479
N 1.2867 0.5070 0.4218
P 1.5507 1.7983 -0.5511
N 1.4417 1.3024 -2.1282
C 1.5870 -0.0892 -2.5246
C 2.8434 -0.3314 -3.3711
C 2.8622 0.6157 -4.5664
C 2.7481 2.0612 -4.0971
C 1.4909 2.2401 -3.2606
N 2.9789 2.4327 -0.0974
C 4.0224 1.5990 0.5167
C 4.6998 2.3557 1.6485
C 5.2606 3.6826 1.1475
C 4.1626 4.5128 0.4906
C 3.4637 3.7221 -0.6084
N 0.4234 2.9600 -0.3711
C 0.4262 3.7811 0.8574
C -0.5049 3.2040 1.9148
C -1.9165 3.0350 1.3674
C -1.8916 2.2036 0.0896
C -0.9309 2.8027 -0.9317
H 0.6960 -0.4308 -3.0589
H 1.8644 -0.8018 -1.6585
H 2.8637 -1.3739 -3.6926
H 3.7239 -0.1592 -2.7458
H 2.0267 0.3806 -5.2337
H 3.7769 0.4629 -5.1391
H 2.7121 2.7414 -4.9491
H 3.6254 2.3303 -3.5015
H 0.6070 2.0648 -3.8861
H 1.4072 3.2529 -2.8679
H 4.7634 1.3354 -0.2501
H 3.5661 0.6791 0.8804
H 5.4924 1.7336 2.0672
H 3.9691 2.5306 2.4433
H 6.0548 3.4879 0.4185
H 5.7154 4.2395 1.9669
H 4.5736 5.4264 0.0578
H 3.4295 4.8155 1.2428
H 4.1690 3.5382 -1.4293
H 2.6202 4.2834 -1.0117
H 0.1097 4.7896 0.5689
H 1.4453 3.8428 1.2305
H -0.5053 3.8595 2.7868
H -0.1149 2.2363 2.2423
H -2.3427 4.0195 1.1462
H -2.5553 2.5701 2.1205
H -2.8865 2.1396 -0.3557
H -1.5709 1.1792 0.3176
H -1.2690 3.7997 -1.2337
H -0.8789 2.1834 -1.8244
```

Summary:
Total charge ... +1
Energy above the lowest of the compared OMol25 structures with the same formula, charge and spin ... 0.00 kcal/mol
Expectation value of S² ... 6.071
HOMO level (spin up / spin down) ... -9.82 / -10.52 eV
2S+1 ... 5
Kohn-Sham gap (spin up / spin down) ... 6.5 / 3.8 eV